Record 1
C5H8FI in the gas phase, computed with wB97M-V/def2-TZVPD.

The calculation puts the total energy at -592.823454 Ha. As for the SMILES: C[C@@H]1[C@@H](I)[C@@]1(C)F. The calculation puts the LUMO energy at 0.503 eV. The value obtained for the orbital gap is 9.7 eV. The strongest force on any atom is 2.533 eV/Å.

Geometry as XYZ:
```
15
Properties=species:S:1:pos:R:3:lowdin_charge:R:1
I 0.029 -0.454 3.868 0.8159
F 2.252 -0.423 1.362 0.0207
C -1.003 -1.017 -0.328 -0.0644
C -0.042 0.212 1.846 -0.6223
C 1.091 0.106 0.895 -0.5925
C 1.347 1.070 -0.139 -0.0015
C -0.021 -0.933 0.805 -0.3029
H -0.806 1.008 1.669 0.1022
H -0.743 -0.345 -1.120 0.0456
H 0.431 1.042 -0.740 0.0785
H -0.846 -1.989 -0.873 0.0962
H 2.221 0.803 -0.691 0.0895
H 0.366 -1.860 1.243 0.1229
H 1.504 2.119 0.194 0.1081
H -2.052 -0.869 0.063 0.1037
```

Record 2
5 unconnected molecules or ions with the total composition C3H15NO4, computed with wB97M-V/def2-TZVPD.

The calculation puts the total energy at -478.878559 Ha. As for the SMILES: C/C=C/N.O.O.O.O. The calculation puts the LUMO energy at 0.727 eV. The value obtained for the orbital gap is 9.2 eV. The strongest force on any atom is 3.946 eV/Å.

Geometry as XYZ:
```
23
Properties=species:S:1:pos:R:3:lowdin_charge:R:1
O -0.700 1.993 0.897 -0.1327
O -2.046 -0.404 0.725 -0.1216
O 1.983 2.309 1.316 -0.0611
O -3.620 -2.285 -0.265 -0.0082
N 2.271 -0.552 0.872 0.0101
C 0.406 -0.417 -2.592 -0.0953
C 1.437 -0.323 -1.422 -0.1501
C 1.270 -0.709 -0.144 -0.2040
H 0.804 -1.161 -3.305 0.0661
H 2.207 -1.234 1.562 0.0541
H 0.290 2.038 1.198 0.0595
H 1.495 2.674 2.036 0.0347
H 0.316 -1.030 0.283 0.0972
H 3.263 -0.478 0.660 0.0939
H -2.453 -1.176 0.258 -0.0090
H -4.006 -1.486 0.173 0.0850
H -3.078 -2.033 -0.950 -0.0052
H -1.386 0.317 0.742 -0.0143
H 2.501 1.459 1.277 0.0551
H 2.393 0.182 -1.665 0.1011
H 0.306 0.531 -3.127 0.0618
H -0.588 -0.715 -2.241 0.0524
H -1.565 1.769 0.557 0.0306
```

Record 3
C9H17NO3 in the gas phase, computed with wB97M-V/def2-TZVPD.

The calculation puts the total energy at -633.662982 Ha. As for the SMILES: CC(C)(C)C(=O)NCCCC(=O)O. The calculation puts the LUMO energy at 0.559 eV. The value obtained for the orbital gap is 10.3 eV. The strongest force on any atom is 0.704 eV/Å.

Geometry as XYZ:
```
30
Properties=species:S:1:pos:R:3:lowdin_charge:R:1
O -3.028 -2.093 1.419 0.1001
O 1.330 -0.270 -1.679 0.0734
O -2.778 -4.033 0.353 0.1100
N 1.005 -0.214 0.544 0.0655
C 1.493 2.640 0.283 -0.0432
C -1.092 -2.322 0.094 -0.0947
C -2.371 -2.932 0.601 -0.5440
C 1.030 0.355 -0.684 -0.4705
C 0.877 2.374 -2.123 -0.0504
C 0.641 1.841 -0.709 -0.5267
C 1.243 -1.621 0.758 -0.1771
C -0.028 -2.351 1.197 -0.1611
C -0.847 1.964 -0.359 -0.0399
H 1.305 3.704 0.150 0.0870
H -1.449 1.404 -1.072 0.0902
H 2.021 -1.747 1.519 0.1213
H -1.151 3.008 -0.403 0.0868
H 0.702 0.323 1.339 0.1307
H 1.265 2.389 1.317 0.0737
H 0.221 -3.386 1.438 0.1230
H 0.556 3.411 -2.197 0.0847
H 1.932 2.312 -2.377 0.0890
H 1.603 -2.022 -0.192 0.1225
H 2.551 2.456 0.108 0.0924
H -0.747 -2.882 -0.774 0.1346
H -0.427 -1.877 2.097 0.1153
H 0.325 1.779 -2.845 0.0860
H -1.060 1.591 0.641 0.0769
H -3.838 -2.512 1.750 0.1303
H -1.286 -1.288 -0.194 0.1142
```

Record 4
A gas-phase ion, C4H7BrNO (charge +1), computed with wB97M-V/def2-TZVPD.

The calculation puts the total energy at -2860.202210 Ha. The calculation puts the LUMO energy at -4.953 eV. Its total charge is +1. The value obtained for the orbital gap is 8.4 eV. The strongest force on any atom is 7.560 eV/Å.

Geometry as XYZ:
```
14
Properties=species:S:1:pos:R:3:lowdin_charge:R:1
Br -3.381 0.421 0.141 0.7499
O 0.744 2.272 -0.239 0.1645
N 1.180 0.009 0.431 -0.0024
C -0.834 -0.649 -0.542 -0.2250
C 0.536 -1.165 -0.129 -0.1711
C 0.936 1.022 -0.605 -0.0111
C -1.833 -0.621 0.406 -0.5635
H 0.693 2.935 -0.860 0.0974
H 1.128 -1.258 -1.056 0.1377
H 0.761 0.386 1.365 0.2257
H -1.798 -1.159 1.376 0.0790
H 2.241 -0.014 0.567 0.2242
H 0.467 -2.013 0.674 0.1831
H -0.839 -0.167 -1.529 0.1116
```

Record 5
A molecular structure, C31H47BrO2P2Pd, computed with wB97M-V/def2-TZVPD.

The calculation puts the total energy at -4743.761670 Ha. The spin multiplicity is 5. The calculation puts the LUMO energy (spin up / spin down) at -4.205 / -8.467 eV. Its total charge is +2. The value obtained for the orbital gap (spin up / spin down) is 6.9 / 4.1 eV. The strongest force on any atom is 3.500 eV/Å.

Geometry as XYZ:
```
84
Properties=species:S:1:pos:R:3:mulliken_spin:R:1
Pd 0.150 0.519 -0.760 0.6152
Br -1.443 -0.477 5.563 0.2028
P -0.850 1.901 -8.199 0.3553
P -1.012 -0.713 -6.910 0.3803
O -1.777 -1.987 3.008 0.0051
O -2.978 -3.902 2.852 0.0641
C 0.163 -1.989 -0.193 0.1359
C -0.641 3.322 0.203 -0.0131
C 0.495 0.273 -2.871 -0.0635
C 1.438 -2.464 -0.795 0.0004
C 0.143 2.138 0.651 0.6364
C 2.426 2.802 -0.427 0.0101
C 1.540 1.903 0.349 -0.0870
C -2.377 -3.191 5.008 0.1355
C -1.825 -2.634 7.333 0.0149
C -2.370 -3.003 3.480 0.0309
C -2.872 -4.419 5.494 -0.0476
C 1.968 0.750 1.100 0.2803
C 0.869 0.281 1.870 0.2513
C -2.974 -4.702 6.855 0.2085
C -1.197 -1.596 -2.372 0.0523
C -1.650 0.954 2.093 -0.0089
C -1.913 -2.260 5.980 0.2778
C 0.923 -0.830 2.836 0.0509
C -1.141 -0.814 -8.795 -0.0042
C -2.424 -3.813 7.789 0.0981
C 3.342 0.197 1.086 -0.0165
C -1.507 0.553 -9.350 0.0158
C 0.778 2.001 -9.058 0.0348
C -0.790 -0.409 -3.271 -0.0405
C -2.574 -1.656 -6.626 0.0501
C 1.794 -1.853 -2.183 0.0027
C -0.896 -1.397 -0.885 -0.0509
C -1.640 3.236 -9.184 0.0686
C 0.247 -2.058 -6.774 0.0614
C -0.292 1.065 1.527 -0.0070
C 1.615 -0.373 -2.318 0.0851
H -2.558 -2.561 -7.250 0.0149
H 3.976 0.736 1.809 0.0214
H -0.065 -1.319 2.957 -0.0035
H 1.437 1.181 -8.758 -0.0015
H -3.189 -5.159 4.763 0.0049
H -0.735 -2.533 -2.709 -0.0016
H -1.912 -0.097 2.277 0.0117
H -2.284 -1.737 -2.448 0.0009
H 2.937 3.501 0.245 0.0050
H 1.207 -1.677 -7.158 0.0030
H -1.319 -1.978 8.036 -0.0001
H 1.211 -0.459 3.829 0.0167
H 1.234 -2.391 -2.964 0.0036
H 1.236 2.961 -8.799 -0.0026
H -1.058 0.704 -10.339 0.0044
H -1.389 3.096 -10.241 0.0206
H -1.765 -1.177 -0.244 -0.0187
H 1.643 -1.607 2.543 -0.0004
H -3.424 -1.025 -6.923 0.0026
H 1.421 -3.571 -0.874 0.0114
H -0.178 -1.179 -9.183 -0.0034
H -0.736 -0.694 -4.331 0.0520
H 1.860 3.383 -1.154 -0.0007
H 3.349 -0.868 1.357 -0.0001
H 0.370 -2.347 -5.719 -0.0140
H -1.253 4.199 -8.839 -0.0029
H -2.460 -4.020 8.857 0.0046
H -1.713 1.480 3.059 0.0147
H 2.859 -2.060 -2.393 -0.0005
H 0.682 1.275 -3.280 -0.0280
H 0.611 1.966 -10.140 0.0113
H -2.727 3.201 -9.056 -0.0014
H 2.520 0.239 -2.208 0.0059
H 3.193 2.227 -0.954 0.0029
H -0.722 4.075 0.995 0.0165
H -2.405 1.385 1.426 -0.0081
H -1.914 -1.552 -9.041 0.0022
H -0.043 -2.253 0.854 0.0095
H -0.153 3.780 -0.660 0.0057
H -1.647 3.011 -0.090 0.0119
H 3.802 0.305 0.093 0.0101
H -0.071 -2.922 -7.376 0.0163
H -2.669 -1.924 -5.566 -0.0086
H 2.268 -2.256 -0.099 0.0122
H -3.460 -5.619 7.175 0.0011
H -2.596 0.688 -9.451 -0.0035
H -1.592 0.340 -3.218 0.0163
```

Record 6
A molecular structure, C34H49AsCl3FeNO10P2SSe, computed with wB97M-V/def2-TZVPD.

The calculation puts the total energy at -10494.588609 Ha. The calculation puts the LUMO energy at 4.053 eV. Its total charge is -2. The value obtained for the orbital gap is 6.2 eV. The strongest force on any atom is 3.841 eV/Å.

Geometry as XYZ:
```
103
Properties=species:S:1:pos:R:3:lowdin_charge:R:1
Se -2.446 1.413 -1.013 0.9189
As -0.036 3.412 1.145 0.8975
Fe 0.284 0.207 0.423 0.4263
Cl -0.644 -1.546 2.102 0.8613
Cl 0.185 -6.845 2.857 0.5904
Cl 2.938 -4.166 -0.918 0.6774
S -2.348 1.240 2.275 0.7282
P 1.060 -0.075 -2.138 1.1831
P 1.951 1.204 2.262 0.8334
O 0.231 4.980 0.202 -0.2987
O 2.490 -0.326 1.936 -0.4041
O 1.482 0.833 3.768 -0.3170
O -0.821 1.416 2.115 -0.6989
O 0.145 2.395 -0.171 -0.5724
O -1.696 -0.035 -0.512 -0.8149
O 1.295 -1.858 -0.007 -0.2046
O 3.405 1.858 2.706 -0.3115
O 1.160 3.529 2.264 -0.5001
O -2.680 0.930 3.691 -0.5047
N -4.587 0.326 -2.860 0.0050
C -2.743 3.028 2.221 -0.3406
C -3.782 0.709 -2.119 -0.6025
C 0.762 1.715 4.627 -0.1164
C 1.470 -5.354 0.994 -0.1656
C -1.794 3.952 1.814 -0.2301
C 3.246 -1.105 2.848 -0.1327
C 0.908 3.544 -4.221 -0.1960
C 5.598 -0.498 -1.459 -0.2030
C -0.344 -2.221 -5.173 -0.2051
C -0.770 -2.147 -2.500 -0.2201
C 1.538 2.435 -3.358 -0.2000
C -0.605 1.313 -3.895 -0.2394
C 3.737 -0.605 -3.154 -0.1916
C -0.787 2.015 -5.248 -0.1843
C 0.146 -3.031 1.696 -0.5222
C 3.961 2.973 2.035 -0.1565
C 0.878 1.068 -3.610 -0.4101
C -1.177 -3.400 -4.652 -0.1985
C -0.123 -4.194 2.381 -0.1403
C 2.910 -0.234 -1.915 -0.4226
C -3.328 5.723 2.361 -0.1022
C 4.889 0.560 -0.594 -0.1856
C 0.944 -2.068 -4.366 -0.1907
C 1.077 -2.938 0.620 -0.4938
C -1.115 -3.500 -3.114 -0.1825
C 3.535 0.969 -1.200 -0.2049
C -2.085 5.309 1.908 -0.0910
C 5.232 -0.314 -2.930 -0.2025
C 0.671 -1.763 -2.875 -0.3919
C 0.537 -5.358 2.015 -0.7032
C 0.380 2.974 -5.537 -0.2126
C -3.988 3.436 2.672 -0.0874
C 1.730 -4.168 0.334 -0.5749
C -4.287 4.787 2.728 -0.0999
H 2.606 2.372 -3.581 0.0974
H -0.106 -2.375 -6.230 0.1022
H -1.179 0.387 -3.881 0.0789
H 2.599 -1.542 3.613 0.0808
H 0.050 3.780 -6.199 0.0969
H -2.214 -3.274 -4.977 0.1012
H 4.731 0.164 0.411 0.0987
H 1.007 1.423 5.651 0.0786
H 5.465 0.714 -3.223 0.1061
H -1.331 6.029 1.616 0.0938
H 3.603 -1.671 -3.358 0.1030
H -0.852 -2.177 -1.415 0.0899
H 1.045 2.751 4.447 0.0670
H 3.720 -1.906 2.276 0.0824
H 1.326 0.601 -4.493 0.0893
H 1.422 2.692 -2.302 0.0861
H 3.395 -0.050 -4.033 0.0935
H -4.700 2.684 2.989 0.1052
H 0.460 4.652 -0.676 -0.0036
H 1.322 -2.408 -2.285 0.0521
H -0.842 -4.191 3.188 0.1024
H 1.575 -1.308 -4.829 0.0767
H 6.682 -0.425 -1.328 0.0983
H 2.865 1.312 -0.409 0.0685
H -1.727 2.572 -5.232 0.1074
H -0.811 -4.332 -5.095 0.0963
H -3.555 6.781 2.429 0.0899
H -1.491 -1.398 -2.835 0.0918
H 1.989 -6.258 0.708 0.0922
H 5.834 -0.976 -3.559 0.0985
H 5.526 1.446 -0.509 0.0983
H -5.264 5.116 3.063 0.0914
H 3.266 3.384 1.301 0.0654
H 4.009 -0.492 3.333 0.0742
H -1.007 1.928 -3.089 0.0400
H 4.175 3.751 2.772 0.0796
H 1.646 4.326 -4.416 0.1013
H 2.956 -1.054 -1.195 0.0785
H -0.926 -1.301 -5.107 0.0917
H -0.344 -4.219 -2.818 0.1083
H 5.297 -1.501 -1.144 0.1040
H -2.067 -3.865 -2.723 0.1059
H 1.495 -3.014 -4.432 0.1130
H -0.310 1.604 4.463 0.0585
H 1.187 2.445 -6.054 0.1046
H 3.685 1.797 -1.894 0.0937
H 4.891 2.678 1.538 0.0641
H 0.073 4.005 -3.689 0.1121
H -0.858 1.272 -6.049 0.0995
```